Entry 1:
C5H12O | wB97M-V/def2-TZVPD

Each line ends with the Löwdin charge.
Positions of all 18 atoms, in Å:
C: 0.5757 -0.9141 -1.4704  -0.114
C: -0.2199 -0.0700 -0.4957  -0.177
C: 0.2806 0.6805 0.4653  -0.380
C: -0.6459 1.4375 1.4015  -0.072
C: 1.7098 0.6015 0.8011  -0.085
H: 1.2805 -0.3422 -2.1129  0.078
H: 1.2812 -1.6836 -0.9545  0.098
H: 0.1148 -1.6073 -2.1949  0.058
H: -1.2357 0.0890 -0.8726  0.084
H: -0.2917 2.4657 1.3156  0.063
H: -0.6282 1.3432 2.5424  0.096
H: -1.6998 1.3631 1.0523  0.076
H: 2.3543 0.0114 0.1854  0.050
H: 1.8107 0.0619 1.7497  0.085
H: 2.2401 1.5756 0.9144  0.094
O: -2.0662 -1.5067 -0.7793  -0.090
H: -1.9224 -2.4257 -0.9466  0.046
H: -2.9379 -1.0799 -0.6007  0.090

electronic energy: -272.858312 Eh
SMILES: CC=C(C)C.O
HOMO: -8.222 eV
strongest force on any atom: 3.1 eV/Å
multiplicity: 1


Entry 2:
C5H12O | wB97M-V/def2-TZVPD

Each line ends with the Löwdin charge.
Positions of all 18 atoms, in Å:
C: -0.4853 -0.9685 -1.7939  -0.112
O: -0.5260 -1.1213 -0.4001  -0.157
C: -0.0133 -0.0130 0.3408  -0.631
C: 1.4703 0.2641 -0.0093  -0.038
C: -0.8845 1.2310 0.1216  -0.040
C: -0.0934 -0.4669 1.8010  -0.034
H: 0.4904 -0.6042 -2.1189  0.071
H: -1.2468 -0.2743 -2.1719  0.087
H: -0.6511 -1.9491 -2.2405  0.092
H: 1.6848 0.4177 -1.0757  0.067
H: 1.7988 1.1778 0.4977  0.086
H: 2.0952 -0.5738 0.3258  0.092
H: -0.7510 1.6517 -0.8802  0.079
H: -1.9446 0.9829 0.2516  0.092
H: -0.6269 2.0062 0.8503  0.087
H: -1.1045 -0.3744 2.2117  0.085
H: 0.2056 -1.5165 1.8698  0.089
H: 0.5822 0.1307 2.4201  0.085

electronic energy: -272.928654 Eh
SMILES: COC(C)(C)C
HOMO: -9.682 eV
strongest force on any atom: 0.4 eV/Å
multiplicity: 1


Which formula does entry 1 have? C5H12O


Which of these has the highest strongest force on any atom? number 1